Below is a molecular structure, C11H26BInNO5S, with properties calculated with ωB97M-V/def2-TZVPD.

```
46
Properties=species:S:1:pos:R:3:forces:R:3
C 1.830574 -0.253063 3.513761 0.04 0.10 -0.13
O 1.305845 0.922515 2.942404 0.12 0.07 -0.18
C 0.134270 0.675038 2.152591 -0.15 0.14 0.54
C -0.716920 1.938966 2.142204 0.32 0.16 0.10
C -0.401113 2.891835 0.988343 0.26 -0.32 -0.15
C -1.048318 2.580821 -0.378179 -0.27 0.31 0.03
C -2.425274 1.911236 -0.329035 0.05 -0.15 -0.09
C -2.448590 0.377295 -0.291910 -0.22 0.04 -0.14
C -2.358040 -0.299988 -1.663308 0.12 -0.13 0.28
C -1.004147 -0.246269 -2.388620 -0.25 -0.07 0.03
C 0.206839 -0.638783 -1.540999 0.21 -0.09 -0.52
In 1.892542 -1.326326 -2.803548 0.17 0.31 0.66
O 2.599299 0.343360 -3.797507 -0.12 -0.04 -0.13
N 1.014243 -2.658837 -4.331346 0.15 0.02 0.24
C 0.436427 -3.576953 -3.867873 -0.34 -0.01 -0.25
S -0.434171 -4.803577 -3.269331 0.05 -0.09 0.01
B 3.602296 -2.347016 -1.657469 0.09 0.04 -0.16
O 4.779388 -1.631325 -1.331648 -0.02 -0.05 0.12
O 3.578293 -3.654367 -1.253569 0.06 -0.10 -0.18
H 1.679639 -1.118790 2.864506 0.01 -0.06 -0.01
H 1.365088 -0.451492 4.485714 -0.05 -0.10 0.01
H 2.902039 -0.118620 3.659734 0.03 0.05 0.04
H -0.427112 -0.121388 2.640355 -0.07 -0.17 -0.20
H 0.428508 0.375608 1.144752 -0.01 -0.13 -0.02
H -1.772539 1.677782 2.205748 -0.05 -0.01 -0.16
H -0.474567 2.451953 3.075852 -0.08 0.00 0.08
H 0.684539 2.857907 0.857377 0.05 0.16 0.01
H -0.622507 3.919909 1.279617 -0.22 0.00 0.04
H -1.180787 3.537517 -0.890504 0.12 0.04 -0.05
H -0.376263 2.009291 -1.012365 0.03 -0.15 0.06
H -2.986784 2.298593 0.525540 0.00 0.09 0.03
H -2.991317 2.212717 -1.215305 -0.03 0.04 -0.03
H -1.681360 -0.037827 0.362433 0.08 0.10 0.05
H -3.411007 0.080479 0.137695 0.01 -0.05 0.09
H -3.156906 0.104198 -2.294005 0.03 0.01 -0.13
H -2.591687 -1.358798 -1.515196 -0.04 -0.03 0.01
H -1.081657 -0.949540 -3.222209 -0.10 0.06 -0.11
H -0.868923 0.734503 -2.852558 0.17 0.05 0.06
H -0.052253 -1.415855 -0.817463 -0.02 -0.08 0.00
H 0.618772 0.202397 -0.979894 -0.09 0.06 0.08
H 3.213647 0.816942 -3.229973 0.04 -0.07 -0.04
H 4.722348 -1.224103 -0.461192 0.05 0.06 -0.07
H 4.453783 -3.900241 -0.918405 -0.07 0.02 0.13
O -2.072343 -0.925318 4.136520 -0.07 -0.03 0.10
H -2.980360 -1.241773 4.168856 0.01 -0.01 -0.04
H -1.883436 -0.620613 5.029409 0.01 0.02 -0.02
```
Forces are in eV/Å.

Computed properties:
**Calculated total energy**: -40245.066 eV
**HOMO level**: -4.58 eV
**Frontier orbital gap**: 6.7 eV
**Net charge**: -1
**E_LUMO**: 0.0787 hartree

---

Below is 8 unconnected molecules or ions with the total composition C16H48O10 at a distorted geometry, with properties calculated with ωB97M-V/def2-TZVPD.

```
74
Properties=species:S:1:pos:R:3:forces:R:3
O 0.914440 6.164988 1.617936 0.05 -0.39 -0.89
C 1.146748 5.353103 0.418326 0.67 0.85 1.03
C 0.437503 4.053953 0.696647 -0.41 0.16 -0.16
O 1.162975 3.318009 1.647552 0.47 0.09 0.15
H 1.480153 6.944156 1.614833 0.02 -0.16 -0.16
H 0.821476 5.882139 -0.483353 -0.48 -0.21 0.13
H 2.226861 5.204430 0.284353 -0.14 -0.25 0.17
H 0.285058 3.456893 -0.210937 0.00 0.20 -0.13
H -0.536880 4.344408 1.111749 -0.14 -0.12 -0.20
H 0.686036 2.511620 1.844925 -0.16 -0.38 0.05
O -2.309621 -4.475682 2.448560 1.47 0.92 -0.04
C -1.368035 -3.430892 2.967664 -1.30 -1.26 0.31
C -0.192243 -3.407557 2.041985 -0.38 0.52 -1.26
O -0.588150 -2.686891 0.810106 0.84 -0.61 0.93
H -3.137724 -4.525918 2.931609 0.14 0.39 0.31
H -1.880889 -2.462890 2.930941 0.17 -0.10 0.25
H -1.061251 -3.693844 3.996681 -0.18 0.17 -0.39
H 0.202124 -4.414893 1.881283 -0.48 -0.11 -0.52
H 0.689212 -2.885023 2.418868 -0.42 0.45 0.22
H -1.413962 -3.041557 0.456669 0.14 -0.30 0.31
C -4.368368 0.058609 -2.852721 0.39 0.59 -0.55
C -4.456576 1.176765 -1.819108 0.83 -0.44 0.17
O -5.433315 2.145077 -2.037389 -0.40 0.82 -0.64
H -3.487559 -0.571465 -2.724606 -0.12 -0.12 0.53
H -4.199656 0.460887 -3.857187 -0.47 0.11 0.02
H -5.264474 -0.554260 -2.820938 -0.08 -0.15 -0.17
H -3.518013 1.754067 -1.781529 -0.27 -0.49 0.25
H -4.699403 0.711816 -0.866822 0.58 -0.13 0.49
H -6.245043 1.712278 -2.281296 -0.55 -0.17 -0.13
C -1.366359 0.414065 -0.764033 -0.42 -0.03 0.26
C 0.041597 0.152122 -0.358407 1.14 0.31 -1.51
O 0.278278 0.123175 1.017059 0.01 0.14 0.92
H -1.619937 1.359528 -0.298917 -0.67 0.07 0.12
H -2.058600 -0.394679 -0.506212 0.04 0.24 0.29
H -1.441767 0.538828 -1.834543 0.15 0.09 -0.40
H 0.647572 0.990459 -0.742704 -0.11 -0.22 0.23
H 0.437707 -0.720559 -0.879001 0.05 -0.34 0.25
H -0.102506 -0.682375 1.387222 -0.09 -0.18 -0.19
C 2.915607 -1.053736 3.328491 -0.69 1.11 1.38
C 3.194034 -1.276882 1.906794 1.26 -0.49 -1.60
O 3.170054 -0.160220 1.018949 -0.35 0.00 0.59
H 3.120180 -1.987082 3.857308 0.15 0.20 0.23
H 1.889840 -0.757977 3.568262 -0.15 -0.11 -0.21
H 3.526714 -0.213017 3.693416 0.07 -0.51 0.11
H 2.602554 -2.089117 1.493956 -0.41 -0.20 -0.13
H 4.227156 -1.658918 1.900714 -0.14 0.20 -0.45
H 2.265100 0.205794 1.037249 0.26 -0.23 0.07
C -3.415774 0.702410 2.414689 -0.58 0.03 -0.31
C -3.003783 2.165169 2.408021 0.25 -0.73 0.13
O -1.996718 2.300340 3.422383 -0.56 -0.32 -0.23
H -2.553890 0.071351 2.254769 0.31 -0.25 0.24
H -4.125132 0.448692 1.617704 0.10 0.35 -0.06
H -3.946302 0.461847 3.343245 0.44 -0.03 0.00
H -3.902878 2.738934 2.628978 0.12 0.48 0.02
H -2.581896 2.463782 1.437754 -0.26 -0.04 0.12
H -1.580063 3.149130 3.314587 0.27 0.55 0.05
C 1.874352 -3.221892 -2.589491 -0.58 0.95 0.35
C 3.225068 -3.723561 -2.925858 -0.57 -1.96 -0.97
O 2.825457 -4.814107 -3.851750 0.99 0.68 0.29
H 1.885543 -2.371960 -1.908369 -0.04 0.00 0.08
H 1.295451 -4.040391 -2.177778 -0.06 -0.06 0.33
H 1.367294 -2.941734 -3.508963 0.02 0.27 -0.07
H 3.712753 -4.187023 -2.074523 0.21 0.06 0.26
H 3.902742 -3.008520 -3.386943 -0.15 0.05 -0.24
H 3.606848 -5.219409 -4.235033 0.15 -0.03 0.00
C 2.088592 1.350528 -3.049120 -0.48 0.77 0.34
C 3.259024 0.677169 -2.387000 0.16 -0.29 -0.93
O 3.562521 -0.302743 -3.407455 0.14 0.05 0.28
H 2.467542 1.884140 -3.924720 -0.21 -0.21 -0.07
H 1.611930 2.100137 -2.417357 0.01 0.07 0.15
H 1.321963 0.626774 -3.346343 0.24 0.07 0.00
H 3.087181 0.237987 -1.406377 -0.31 -0.27 -0.04
H 4.068465 1.401516 -2.249653 0.14 -0.11 -0.16
H 4.325060 -0.840299 -3.205800 0.36 0.01 0.40
```
Forces are in eV/Å.

Computed properties:
**Energy relative to the best compared isomer or geometry (same formula, charge and spin)**: 0.208 eV
**Calculated total energy**: -37842.095 eV
**HOMO level**: -9.97 eV
**Frontier orbital gap**: 10.4 eV
**SMILES**: OCCO.OCCO.CCO.CCO.CCO.CCO.CCO.CCO
**E_LUMO**: 0.0148 hartree

---

Below is a molecular structure, C4H7NO at a distorted geometry, with properties calculated with ωB97M-V/def2-TZVPD.

```
13
Properties=species:S:1:pos:R:3:forces:R:3
C -0.962863 -0.819605 0.419001 -0.70 0.50 -0.75
C -0.364579 0.176776 -0.767233 -1.09 -0.36 1.00
C 0.232383 1.353467 -0.008205 -0.28 -0.11 0.02
O 1.284652 0.608941 0.655928 0.02 -0.27 0.17
C 1.434255 -0.489595 -0.132583 1.46 -0.05 -0.43
N 0.809365 -0.567517 -1.236563 -0.12 -0.65 1.05
H -0.679655 -1.886379 0.315892 -0.08 0.74 -0.54
H -2.030448 -0.759348 0.319830 -0.72 -0.14 0.25
H -0.709826 -0.574083 1.474666 0.03 0.40 -0.93
H -1.095830 0.379704 -1.555935 0.15 0.02 0.30
H -0.450231 1.738225 0.748371 0.16 0.05 0.03
H 0.659603 2.186476 -0.590190 -0.10 -0.46 -0.01
H 1.873169 -1.347060 0.357019 1.27 0.32 -0.17
```
Forces are in eV/Å.

Computed properties:
**Energy relative to the best compared isomer or geometry (same formula, charge and spin)**: 2.826 eV
**Calculated total energy**: -7796.819 eV
**HOMO level**: -9.16 eV
**Frontier orbital gap**: 10.2 eV
**E_LUMO**: 0.0372 hartree